P) Below is C6H17N3 as an isolated structure, with properties calculated with wB97M-V/def2-TZVPD.

The geometry in ORCA input format:
```
! wB97M-V def2-TZVPD RIJCOSX def2/J DEFGRID3
* xyz 2 1
C 1.34 1.08 -0.09
C 0.95 2.28 -0.79
C 1.34 -2.43 -0.15
C -2.77 0.26 0.94
C 0.72 -1.27 0.57
C -2.07 -0.45 -0.20
N 2.46 0.97 0.52
N 0.69 0.00 -0.14
N -1.02 0.32 -0.85
H 0.81 2.01 -1.78
H -0.08 2.58 -0.55
H 1.65 3.12 -0.63
H 0.96 -2.57 -1.16
H 2.44 -2.31 -0.24
H 1.19 -3.45 0.46
H -2.17 1.14 1.19
H -3.76 0.56 0.64
H -2.83 -0.20 1.85
H 1.29 -1.06 1.49
H -0.29 -1.56 0.89
H -2.84 -0.68 -1.03
H -1.70 -1.51 -0.03
H 3.01 1.86 0.43
H 2.77 0.22 1.09
H -1.15 1.24 -0.63
H -0.94 -0.13 -1.79
*
```

## Properties
- LUMO energy: -10.04 eV
- Orbital gap: 9.4 eV
- HOMO: -19.48 eV


Q) Below is a 2-piece molecular cluster, C6H17N3 overall, with properties calculated with wB97M-V/def2-TZVPD.

The geometry in ORCA input format:
```
! wB97M-V def2-TZVPD RIJCOSX def2/J DEFGRID3
* xyz 2 1
C -1.94 -0.31 -0.15
C -2.96 -0.24 0.83
C 1.79 -2.65 -0.21
C 0.90 3.17 0.01
C 0.92 -1.72 0.76
C 0.59 1.84 -0.68
N -1.92 -0.82 -1.34
N 0.74 -0.56 -0.20
N 1.22 0.63 0.21
H -4.04 0.05 0.61
H -2.93 -1.20 1.41
H -2.60 0.51 1.62
H 1.42 -3.57 -0.26
H 2.01 -2.24 -1.24
H 2.85 -2.70 0.22
H 0.32 4.03 -0.34
H 0.50 3.05 1.02
H 1.99 3.39 -0.06
H 1.30 -1.44 1.77
H -0.19 -2.04 0.81
H 0.97 1.78 -1.68
H -0.51 1.66 -0.70
H -2.66 -1.29 -1.70
H -1.11 -0.85 -1.96
H 1.18 0.69 1.24
H 2.17 0.85 0.02
*
```

## Properties
- LUMO energy (spin up / spin down): -9.98 / -9.10 eV
- Orbital gap (spin up / spin down): 8.1 / 9.7 eV
- HOMO (spin up / spin down): -18.07 / -18.81 eV


What should be chosen as the most stable of them? Choose P).


P) Below is C3N2O in the gas phase, with properties calculated with wB97M-V/def2-TZVPD.

The geometry in ORCA input format:
```
! wB97M-V def2-TZVPD RIJCOSX def2/J DEFGRID3
* xyz 0 1
O -2.12 -0.75 -0.58
C -0.99 -0.71 -0.41
C 0.33 -1.15 -0.38
N 1.32 -0.46 0.04
C 0.83 0.97 0.50
N 0.63 2.09 0.83
*
```

## Properties
- SMILES: N#CN=C=C=O
- LUMO energy: -2.13 eV
- Orbital gap: 8.2 eV
- HOMO: -10.37 eV


Q) Below is a 2-piece molecular cluster, C3N2O overall, with properties calculated with wB97M-V/def2-TZVPD.

The geometry in ORCA input format:
```
! wB97M-V def2-TZVPD RIJCOSX def2/J DEFGRID3
* xyz 0 1
O -0.03 -0.25 1.97
C 0.00 -0.63 0.89
C 0.03 -1.54 -0.17
N 0.05 -0.87 -1.20
C 0.00 1.10 -0.55
N -0.05 2.20 -0.94
*
```

## Properties
- LUMO energy (spin up / spin down): -2.98 / -2.98 eV
- Orbital gap (spin up / spin down): 7.5 / 7.5 eV
- HOMO (spin up / spin down): -10.49 / -10.49 eV


What should be chosen as the most stable of them? Choose P).


P) Below is an isolated ion of composition C2H8NS and charge +1, with properties calculated with wB97M-V/def2-TZVPD.

The geometry in ORCA input format:
```
! wB97M-V def2-TZVPD RIJCOSX def2/J DEFGRID3
* xyz 1 1
C 1.93 0.08 -0.16
S 0.49 -0.88 0.36
C -0.96 0.29 0.67
N -2.14 0.04 -0.11
H 2.72 -0.16 0.54
H 2.19 -0.21 -1.16
H 1.71 1.14 -0.14
H 0.10 -1.50 -0.77
H -1.14 0.15 1.72
H -0.55 1.27 0.46
H -2.16 0.67 -0.91
H -2.18 -0.90 -0.49
*
```

## Properties
- LUMO energy: -3.93 eV
- Orbital gap: 10.9 eV
- HOMO: -14.82 eV


Q) Below is a 2-piece molecular cluster, C2H8NS overall, with properties calculated with wB97M-V/def2-TZVPD.

The geometry in ORCA input format:
```
! wB97M-V def2-TZVPD RIJCOSX def2/J DEFGRID3
* xyz 1 1
C 0.08 -0.88 -0.28
C 0.96 0.29 -0.21
S 1.03 -2.22 0.76
N -1.22 1.59 0.12
H -0.83 -0.76 0.30
H 0.01 -1.33 -1.26
H 1.06 0.68 0.79
H 1.83 0.16 -0.85
H 0.12 -3.17 0.54
H -1.69 2.20 -0.56
H -1.16 2.21 0.94
H -0.19 1.24 -0.27
*
```

## Properties
- LUMO energy: -8.34 eV
- Orbital gap: 6.0 eV
- HOMO: -14.32 eV


R) Below is C2H8NS as an isolated structure, with properties calculated with wB97M-V/def2-TZVPD.

The geometry in ORCA input format:
```
! wB97M-V def2-TZVPD RIJCOSX def2/J DEFGRID3
* xyz 1 1
C -0.70 0.79 -0.90
C 0.30 -0.07 -0.22
N 0.62 0.33 1.16
S -0.73 -2.17 0.15
H -1.57 0.96 -0.28
H -1.02 0.33 -1.83
H -0.26 1.76 -1.16
H 1.17 -0.37 -0.79
H 1.30 1.11 1.18
H 1.01 -0.47 1.68
H -0.24 0.63 1.63
H 0.10 -2.85 -0.63
*
```

## Properties
- LUMO energy: -4.92 eV
- Orbital gap: 8.9 eV
- HOMO: -13.82 eV


What should be chosen as the most stable of them? Choose P).


P) Below is a 2-piece molecular cluster, C2H8NS overall, with properties calculated with wB97M-V/def2-TZVPD.

The geometry in ORCA input format:
```
! wB97M-V def2-TZVPD RIJCOSX def2/J DEFGRID3
* xyz 1 1
C -0.44 1.16 0.82
C 0.36 0.97 -0.45
N -0.13 0.36 -1.50
S -0.07 -2.23 0.56
H -0.99 2.06 0.66
H 0.14 1.19 1.74
H -1.08 0.31 0.92
H 1.38 1.33 -0.39
H 0.47 -2.71 1.65
H -0.97 -0.25 -1.35
H 0.45 0.25 -2.30
H 0.88 -2.45 -0.36
*
```

## Properties
- LUMO energy: -5.31 eV
- Orbital gap: 8.5 eV
- HOMO: -13.84 eV


Q) Below is an isolated ion of composition C2H8NS and charge +1, with properties calculated with wB97M-V/def2-TZVPD.

The geometry in ORCA input format:
```
! wB97M-V def2-TZVPD RIJCOSX def2/J DEFGRID3
* xyz 1 1
C -0.68 0.15 -0.29
C -0.05 -0.49 1.05
S 1.32 0.37 1.84
N 0.19 0.01 -1.56
H -0.89 1.27 -0.17
H -1.63 -0.21 -0.49
H 0.27 -1.60 0.92
H -0.85 -0.64 1.70
H 0.81 1.14 2.80
H 0.12 0.63 -2.31
H 0.10 -0.78 -2.04
H 1.28 0.15 -1.46
*
```

## Properties
- SMILES: [NH3+]CCS
- LUMO energy: -3.96 eV
- Orbital gap: 9.4 eV
- HOMO: -13.34 eV


What should be chosen as the most stable of them? Choose P).


P) Below is C3H3Br2NO in the gas phase, with properties calculated with wB97M-V/def2-TZVPD.

The geometry in ORCA input format:
```
! wB97M-V def2-TZVPD RIJCOSX def2/J DEFGRID3
* xyz 0 1
C -0.54 1.01 -0.70
C 0.36 -0.64 0.56
C 0.26 -0.10 -0.80
N -1.07 -0.61 0.85
O -1.07 2.03 -0.72
Br 2.25 0.37 -1.77
Br -1.66 0.37 2.29
H 0.97 -1.61 0.49
H 0.81 0.10 1.18
H -0.30 -0.91 -1.36
*
```

## Properties
- LUMO energy (spin up / spin down): -1.35 / -1.44 eV
- Orbital gap (spin up / spin down): 6.9 / 7.7 eV
- HOMO (spin up / spin down): -8.20 / -9.14 eV


Q) Below is C3H3Br2NO in the gas phase, with properties calculated with wB97M-V/def2-TZVPD.

The geometry in ORCA input format:
```
! wB97M-V def2-TZVPD RIJCOSX def2/J DEFGRID3
* xyz 0 1
C -1.68 -0.41 0.00
C 0.85 -0.36 -0.09
C -0.44 0.31 0.04
N 2.11 0.05 -0.27
O -2.07 -1.55 -0.03
Br -3.15 0.98 -0.14
Br 2.78 1.66 -0.08
H 1.17 -0.81 0.99
H 0.76 -1.27 -0.63
H -0.33 1.41 0.22
*
```

## Properties
- LUMO energy (spin up / spin down): -2.40 / -1.23 eV
- Orbital gap (spin up / spin down): 7.0 / 8.6 eV
- HOMO (spin up / spin down): -9.44 / -9.84 eV


What should be chosen as the most stable of them? Choose P).


P) Below is a 2-piece molecular cluster, C3H2O2S overall, with properties calculated with wB97M-V/def2-TZVPD.

The geometry in ORCA input format:
```
! wB97M-V def2-TZVPD RIJCOSX def2/J DEFGRID3
* xyz 0 1
C 0.49 -1.52 0.08
C -1.04 2.32 1.16
C 0.78 -1.24 -1.15
O 0.24 -1.76 1.19
O -0.39 2.84 1.96
S -1.90 1.62 0.08
H 0.11 -1.49 -1.95
H 1.71 -0.76 -1.37
*
```

## Properties
- SMILES: C=C=O.O=C=S
- LUMO energy: 0.57 eV
- Orbital gap: 10.0 eV
- HOMO: -9.47 eV


Q) Below is a 2-piece molecular cluster, C3H2O2S overall, with properties calculated with wB97M-V/def2-TZVPD.

The geometry in ORCA input format:
```
! wB97M-V def2-TZVPD RIJCOSX def2/J DEFGRID3
* xyz 0 1
C 0.26 1.54 -0.24
C 4.24 0.01 0.06
C -0.66 0.56 -0.27
O 1.17 2.25 -0.10
O 4.17 0.80 0.87
S 4.30 -1.07 -0.99
H -1.02 0.27 -1.19
H -1.18 0.23 0.64
*
```

## Properties
- SMILES: C=C=O.O=C=S
- LUMO energy: 0.63 eV
- Orbital gap: 9.9 eV
- HOMO: -9.31 eV


What should be chosen as the most stable of them? Choose P).